--- a ---
43
Properties=species:S:1:pos:R:3:lowdin_charge:R:1 method="wB97M-V/def2-TZVPD" e_lumo_ev=1.9 spin_multiplicity=1 homo_lumo_gap_ha=0.3522 charge=-1
O -22.893 3.447 -26.455 0.102
C -23.227 3.238 -25.280 -0.356
O -23.008 2.162 -24.520 0.228
B -23.770 2.386 -23.265 -0.847
O -24.352 3.759 -23.395 0.232
C -24.034 4.284 -24.522 -0.366
O -24.378 5.456 -24.921 0.046
O -22.859 2.288 -22.066 0.210
C -23.359 1.373 -21.238 -0.348
O -22.809 0.923 -20.218 0.089
C -24.720 0.903 -21.844 -0.330
O -24.837 1.426 -23.081 0.231
O -25.411 0.021 -21.338 0.112
O -25.846 -2.757 -16.166 -0.057
H -25.891 -2.008 -16.762 0.032
H -26.760 -2.993 -16.008 0.025
O -18.454 2.881 -17.964 -0.055
H -18.135 2.681 -17.084 0.023
H -19.226 2.325 -18.072 0.031
O -26.349 11.079 -26.884 -0.056
H -26.318 11.272 -27.821 0.025
H -26.004 10.189 -26.810 0.031
O -23.115 -4.524 -21.165 -0.057
H -23.673 -3.765 -20.997 0.030
H -22.403 -4.444 -20.531 0.026
O -21.402 -1.317 -27.313 -0.055
H -21.564 -0.501 -26.841 0.028
H -20.690 -1.737 -26.829 0.026
O -19.172 4.611 -31.123 -0.056
H -19.487 3.710 -31.054 0.028
H -19.873 5.140 -30.740 0.028
O -27.673 5.143 -19.315 -0.056
H -26.763 5.322 -19.081 0.028
H -27.692 5.205 -20.270 0.029
O -23.503 7.858 -30.475 -0.054
H -24.003 7.107 -30.155 0.031
H -23.843 8.015 -31.356 0.026
O -19.910 8.185 -27.987 -0.056
H -20.841 8.145 -28.206 0.024
H -19.890 8.234 -27.031 0.029
O -29.866 2.220 -23.678 -0.055
H -28.926 2.339 -23.542 0.028
H -29.939 1.891 -24.574 0.026

--- b ---
43
Properties=species:S:1:pos:R:3:lowdin_charge:R:1 method="wB97M-V/def2-TZVPD" e_lumo_ev=1.4 spin_multiplicity=1 homo_lumo_gap_ha=0.3486 charge=-1
O 3.276 -1.395 1.965 0.083
C 4.316 -1.149 1.293 -0.298
O 4.334 -0.995 -0.006 0.248
B 5.688 -0.702 -0.490 -0.867
O 6.517 -0.733 0.708 0.234
C 5.776 -0.995 1.809 -0.255
O 6.216 -1.046 2.959 0.105
O 5.777 0.648 -1.180 0.247
C 6.423 0.460 -2.308 -0.367
O 6.841 1.287 -3.054 0.144
C 6.517 -1.056 -2.527 -0.485
O 6.024 -1.590 -1.548 0.277
O 7.094 -1.567 -3.421 0.184
O 8.874 -0.069 3.489 -0.052
H 9.024 -0.938 3.860 0.032
H 7.921 0.026 3.477 0.001
O 4.453 -1.270 5.091 -0.065
H 5.296 -1.171 4.648 -0.014
H 3.803 -1.160 4.397 0.002
O 1.460 -3.857 1.072 -0.051
H 2.100 -3.163 1.234 -0.011
H 1.537 -4.435 1.831 0.027
O 9.043 0.683 -5.183 -0.041
H 9.377 -0.209 -5.087 0.047
H 9.170 1.081 -4.322 0.042
O 6.276 0.953 -5.891 -0.068
H 7.083 0.729 -5.427 -0.031
H 6.565 1.193 -6.772 0.024
O 1.569 -0.746 -1.805 -0.045
H 1.845 -0.956 -0.913 0.011
H 2.216 -1.175 -2.365 0.025
O 4.327 -3.848 -2.100 -0.040
H 4.566 -3.534 -2.972 0.030
H 4.993 -3.477 -1.521 0.012
O 6.377 4.035 -3.353 -0.069
H 6.151 3.149 -3.638 -0.004
H 7.015 3.905 -2.651 0.020
O 2.212 1.200 3.071 -0.048
H 1.962 0.775 2.251 0.019
H 3.058 1.606 2.883 0.029
O 9.568 0.204 0.689 -0.053
H 10.251 -0.467 0.698 0.028
H 8.755 -0.279 0.838 -0.006

Most stable: b. Least stable: a.

--- a ---
14
Properties=species:S:1:pos:R:3:lowdin_charge:R:1 method="wB97M-V/def2-TZVPD" e_lumo_ev="-6.2 / -6.7" spin_multiplicity=1 homo_lumo_gap_ha="0.2906 / 0.2946" charge=+1
C -1.475 0.347 1.118 -0.043
C -1.037 0.885 -0.093 0.035
C -0.692 -0.677 1.504 0.149
C 0.319 0.904 -0.629 -0.122
C 0.918 -0.509 -1.047 -0.173
N 1.307 -1.274 0.044 0.114
N 0.552 -1.135 1.155 0.023
H -2.465 0.497 1.518 0.128
H -1.848 1.156 -0.767 0.144
H 0.353 1.533 -1.518 0.131
H 1.018 1.291 0.117 0.143
H 0.217 -1.037 -1.706 0.148
H 1.834 -0.341 -1.625 0.141
H 1.001 -1.643 1.927 0.181

--- b ---
14
Properties=species:S:1:pos:R:3:lowdin_charge:R:1 method="wB97M-V/def2-TZVPD" e_lumo_ev="-6.5 / -6.8" spin_multiplicity=1 homo_lumo_gap_ha="0.2692 / 0.2483" charge=+1
C 0.837 1.674 0.054 0.023
C -0.434 1.677 -0.360 0.049
C -0.336 -0.492 -0.016 0.242
C 2.770 0.033 0.034 -0.051
C -2.508 0.427 0.144 0.017
N 1.500 0.626 0.150 0.044
N -1.066 0.599 -0.008 -0.214
H -0.600 -1.519 0.187 0.114
H 3.351 0.118 -0.995 0.152
H 3.477 0.660 0.733 0.159
H 2.601 -1.000 0.163 0.074
H -2.730 -0.601 -0.179 0.099
H -3.172 1.223 -0.337 0.144
H -2.593 0.351 1.296 0.147

Most stable: a. Least stable: b.

--- a ---
14
Properties=species:S:1:pos:R:3:lowdin_charge:R:1 method="wB97M-V/def2-TZVPD" e_lumo_ev=-5.0 spin_multiplicity=1 homo_lumo_gap_ha=0.3265 charge=+1 smiles="CC1=N[C@@H]1[N+]1=CC1"
C -2.416 0.635 0.143 0.017
C -1.438 -0.497 -0.020 -0.182
N -0.927 -1.590 0.308 0.233
C -0.055 -0.863 -0.659 -0.215
N 1.058 -0.320 -0.161 0.018
C 1.732 -0.204 0.916 0.119
C 2.358 0.334 -0.254 0.014
H -2.933 0.282 1.081 0.115
H -3.049 1.039 -0.662 0.101
H -1.667 1.515 0.260 0.125
H 0.003 -1.081 -1.781 0.183
H 1.842 -0.417 2.024 0.192
H 2.265 1.410 -0.663 0.162
H 3.229 -0.242 -0.532 0.119

--- b ---
14
Properties=species:S:1:pos:R:3:lowdin_charge:R:1 method="wB97M-V/def2-TZVPD" e_lumo_ev="-6.1 / -5.5" spin_multiplicity=1 homo_lumo_gap_ha="0.2341 / 0.3318" charge=+1
C -2.195 0.504 1.454 0.003
C -2.072 1.107 0.214 0.015
C -1.159 -0.329 2.000 0.000
C 2.528 -1.095 -1.314 0.175
C -0.016 -0.071 0.117 -0.025
N -0.927 0.752 -0.454 0.116
N -0.016 -0.550 1.304 0.132
H -3.032 0.743 2.090 0.120
H -2.826 1.846 -0.087 0.159
H -1.304 -0.753 3.022 0.149
H 3.323 -0.608 -1.679 -0.047
H 1.527 -1.046 -1.881 0.019
H 2.556 -1.584 -0.354 0.002
H -0.945 0.891 -1.470 0.182

--- c ---
14
Properties=species:S:1:pos:R:3:lowdin_charge:R:1 method="wB97M-V/def2-TZVPD" e_lumo_ev=-6.0 spin_multiplicity=1 homo_lumo_gap_ha=0.3025 charge=+1
H -0.307 2.722 -0.329 0.068
N -0.238 1.784 -0.622 0.122
C -1.017 1.099 0.042 -0.211
C -1.065 -0.396 0.324 -0.164
C -0.428 -1.401 -0.452 -0.012
C 0.881 -1.481 -0.346 -0.060
C 1.721 -0.415 0.056 0.120
N 1.792 0.814 0.070 0.319
H -1.667 1.465 0.873 0.139
H -2.089 -0.660 0.585 0.135
H -0.660 -0.405 1.349 0.149
H -0.720 -2.262 -1.045 0.152
H 1.310 -2.335 -0.778 0.115
H 2.487 1.472 0.273 0.126

Most stable: c. Least stable: a.